Below is a cluster of 2 separate species, C9H14 in total, with properties calculated with the ωB97M-V functional and the def2-TZVPD basis.

Each line ends with the Mulliken spin population.
Geometry (Å):
C: -0.484 0.480 2.868  0.0219
C: -0.350 -1.443 1.222  0.1059
C: -0.734 -0.103 1.554  0.2229
C: -0.729 -1.968 0.034  0.0832
C: -1.491 0.650 0.599  0.1648
C: -1.575 -1.218 -0.841  0.2694
C: -1.891 0.126 -0.603  0.0326
H: 0.369 -1.895 1.887  0.0004
H: -0.353 -2.920 -0.310  0.0041
H: -1.091 0.014 3.657  0.0493
H: -0.612 1.560 2.861  -0.0031
H: -1.707 1.698 0.759  -0.0034
H: -1.961 -1.712 -1.717  0.0060
H: -2.553 0.682 -1.249  0.0038
H: 0.509 0.293 3.290  0.0271
C: 2.491 0.718 -2.137  0.0002
C: 1.225 0.728 -1.289  0.0214
H: 3.405 1.060 -1.653  0.0007
H: 2.669 -0.254 -2.589  0.0004
H: 2.351 1.395 -2.967  0.0002
H: 0.385 0.798 -1.993  0.0005
H: 1.043 1.542 -0.587  0.0022
H: 1.084 -0.231 -0.796  -0.0105

Energy (eV): -9551.1349
Energy relative to the best compared isomer or geometry (same formula, charge and spin) (kcal/mol): 7.1
Total charge: +1
HOMO (alpha / beta) (eV): -14.601 / -14.630
E_LUMO (alpha / beta) (eV): -4.4 / -8.2
Multiplicity: 2
Maximum force (eV/Å): 1.25

***

Below is a structure of composition C9H14AuClI2NOPS, with properties calculated with the ωB97M-V functional and the def2-TZVPD basis.

Each line ends with the Mulliken spin population.
Geometry (Å):
I: 2.687 -2.635 -0.663  0.7372
I: -2.358 -2.483 -0.559  0.3771
Au: 0.494 -1.226 -0.269  0.1456
P: 0.366 -0.355 -2.521  0.0307
C: -1.289 -0.085 -3.228  0.0122
C: 1.146 1.285 -2.706  -0.0040
H: 2.210 -1.578 -3.482  0.0002
H: 1.190 -0.791 -4.748  0.0016
H: 0.635 -2.293 -3.931  -0.0012
C: 1.187 -1.354 -3.803  -0.0005
H: 2.163 1.223 -2.299  0.0013
H: 1.154 1.591 -3.761  -0.0003
H: -1.184 0.286 -4.258  0.0009
H: -1.834 0.655 -2.630  -0.0012
H: 0.579 2.006 -2.104  -0.0016
H: -1.850 -1.026 -3.225  -0.0011
C: -1.430 -0.603 0.119  0.0404
O: -1.931 0.329 0.647  0.0823
Cl: 2.570 0.384 0.121  0.5496
S: 0.355 -1.970 2.105  0.0346
C: 0.015 -0.542 2.965  -0.0035
N: -1.229 -0.444 3.538  0.0010
C: -1.636 0.666 4.224  -0.0006
C: -0.778 1.741 4.341  -0.0007
C: 0.488 1.681 3.746  -0.0031
C: 0.889 0.531 3.084  -0.0022
H: -1.866 -1.230 3.418  0.0002
H: -2.640 0.624 4.637  -0.0001
H: -1.108 2.630 4.874  0.0001
H: 1.166 2.531 3.801  -0.0004
H: 1.839 0.451 2.565  0.0056

Energy (eV): -65621.0975
Energy relative to the best compared isomer or geometry (same formula, charge and spin) (kcal/mol): 0.0
Total charge: +2
HOMO (alpha / beta) (eV): -15.646 / -15.598
E_LUMO (alpha / beta) (eV): -8.9 / -10.7
Multiplicity: 3
Maximum force (eV/Å): 3.14

***

Below is a structure of composition C9H14BaN2O15P2S2, with properties calculated with the ωB97M-V functional and the def2-TZVPD basis.

Each line ends with the natural charge from an NBO analysis.
Geometry (Å):
Ba: 2.082 0.949 -0.080  1.8856
C: -0.848 0.364 4.340  -0.6320
C: 0.416 1.079 3.864  -0.4974
O: 0.896 1.954 4.889  -0.7486
P: 0.070 2.094 2.401  2.3600
O: -1.201 2.980 2.831  -0.9962
O: -0.476 1.027 1.360  -1.0777
O: 1.165 2.915 1.836  -1.1476
P: 1.813 -0.137 3.531  2.3843
O: 1.071 -1.468 3.022  -1.0422
O: 2.377 -0.329 4.897  -1.1704
O: 2.656 0.393 2.405  -1.2454
H: -1.580 1.100 4.678  0.2049
H: -0.580 -0.284 5.176  0.2178
H: -1.280 -0.248 3.550  0.2309
H: 1.597 1.428 5.320  0.5026
H: -1.416 3.601 2.120  0.5098
H: -1.117 1.441 0.682  0.5344
H: 1.155 -1.555 2.045  0.5379
O: -1.803 3.304 -2.517  -0.9660
S: -1.227 2.330 -1.630  2.4340
O: -1.978 2.210 -0.352  -1.0481
O: 0.196 2.459 -1.355  -1.0525
C: -1.473 0.711 -2.396  -0.3588
C: -2.663 0.087 -2.034  -0.1904
C: -3.006 -1.158 -2.534  -0.2299
C: -2.148 -1.799 -3.412  -0.2244
C: -0.965 -1.182 -3.785  -0.2319
C: -0.608 0.071 -3.293  -0.2160
S: 1.010 0.673 -3.856  2.4208
O: 1.345 -0.192 -4.973  -1.0163
O: 0.854 2.067 -4.193  -0.9822
O: 1.868 0.420 -2.684  -1.0996
H: -3.310 0.591 -1.330  0.2367
H: -3.933 -1.627 -2.226  0.1982
H: -2.391 -2.780 -3.804  0.2006
H: -0.279 -1.659 -4.470  0.2489
N: 0.874 -3.623 -1.540  -0.6588
N: 2.175 -3.159 -1.238  -0.5174
C: 2.328 -1.997 -0.473  0.8534
O: 3.431 -1.411 -0.535  -0.8002
O: 1.323 -1.618 0.209  -0.8764
H: 0.280 -2.817 -1.727  0.3507
H: 0.508 -4.031 -0.688  0.3422
H: 2.790 -3.179 -2.035  0.3725

Energy (eV): -84208.8904
Energy relative to the best compared isomer or geometry (same formula, charge and spin) (kcal/mol): 0.0
Total charge: -2
HOMO (eV): -4.234
E_LUMO (eV): 4.4
Maximum force (eV/Å): 0.16

***

Below is a structure of composition C9H14Br4Fe2O7, with properties calculated with the ωB97M-V functional and the def2-TZVPD basis.

Each line ends with the Mulliken spin population.
Geometry (Å):
Fe: -2.031 2.201 0.902  3.7760
Fe: -3.101 -0.746 1.039  3.7633
C: -4.182 1.211 -0.389  -0.0141
O: -3.983 2.242 0.268  0.0570
O: -4.649 0.234 0.226  0.0747
O: -3.032 0.807 -0.462  0.1195
C: -1.037 0.255 2.354  -0.0346
O: -0.506 1.157 1.750  0.0607
O: -1.218 -0.824 1.843  0.0448
O: -2.197 0.673 2.378  0.1328
C: 0.651 4.132 -2.122  0.0018
C: -0.098 2.954 -1.558  0.0057
O: -0.620 3.005 -0.438  0.0071
C: -0.239 1.718 -2.429  0.0017
H: 1.241 3.740 -2.950  0.0003
H: 1.320 4.518 -1.352  -0.0002
H: -0.048 4.866 -2.523  0.0009
H: -1.259 1.614 -2.800  0.0012
H: 0.030 0.874 -1.794  -0.0007
H: 0.463 1.753 -3.263  0.0002
Br: 3.592 -2.065 -0.627  0.0000
C: 2.161 -0.858 0.074  0.0004
C: 2.625 0.637 0.071  0.0010
Br: 3.631 1.041 1.778  0.0000
H: 1.854 -1.221 1.055  0.0004
H: 1.321 -1.021 -0.601  -0.0009
H: 1.702 1.200 0.212  -0.0001
H: 3.172 0.953 -0.817  0.0000
Br: 2.219 -5.513 2.227  0.0000
C: 1.114 -4.610 0.810  0.0004
C: 0.007 -3.876 1.467  -0.0031
Br: -1.073 -5.129 2.548  0.0000
H: 0.683 -5.370 0.158  0.0000
H: 1.783 -3.976 0.227  -0.0001
H: -0.675 -3.538 0.686  0.0032
H: 0.382 -3.038 2.054  0.0006

Energy (eV): -372828.0912
Energy relative to the best compared isomer or geometry (same formula, charge and spin) (kcal/mol): 202.7
Total charge: 0
HOMO (alpha / beta) (eV): -8.417 / -8.644
E_LUMO (alpha / beta) (eV): -1.0 / -1.2
Multiplicity: 9
Maximum force (eV/Å): 16.39

***

Below is a structure of composition C9H14BrNO7P2W, with properties calculated with the ωB97M-V functional and the def2-TZVPD basis.

Each line ends with the natural charge from an NBO analysis.
Geometry (Å):
W: -0.468 -0.834 0.199  1.8590
C: -0.863 0.594 -2.633  -0.4197
N: -0.028 0.706 -1.391  -0.4377
C: -0.211 2.098 -0.855  -0.4213
C: 1.405 0.552 -1.806  -0.2628
C: 2.198 0.251 -0.586  0.0254
C: 3.564 0.355 -0.451  -0.1902
C: 4.155 -0.068 0.740  -0.0559
C: 3.397 -0.595 1.791  -0.1834
C: 2.029 -0.701 1.677  -0.1575
C: 1.427 -0.288 0.457  -0.3193
H: -0.469 1.305 -3.359  0.2339
H: -1.895 0.837 -2.416  0.2534
H: -0.793 -0.413 -3.040  0.2244
H: 0.059 2.801 -1.643  0.2304
H: 0.421 2.252 0.014  0.2324
H: -1.252 2.241 -0.583  0.2449
H: 1.730 1.450 -2.333  0.2530
H: 1.465 -0.289 -2.503  0.2477
H: 4.173 0.754 -1.253  0.2582
H: 5.227 0.022 0.856  0.2595
H: 3.881 -0.895 2.711  0.2637
H: 1.450 -1.081 2.509  0.2522
O: -2.049 0.121 3.762  -0.9424
P: -1.972 -0.140 2.265  2.5955
O: -1.075 -1.434 1.924  -0.9034
O: -1.169 0.833 1.423  -1.0248
O: -3.397 -0.397 1.678  -1.0372
P: -3.587 -0.964 0.098  2.5347
O: -3.254 -2.492 0.286  -0.9964
O: -4.839 -0.567 -0.487  -0.9674
O: -2.242 -0.430 -0.549  -1.0118
H: -2.889 0.297 4.219  0.5813
H: -4.024 -3.082 0.250  0.5605
Br: -0.107 -2.798 -0.971  0.2212

Energy (eV): -115819.1619
Total charge: +2
HOMO (eV): -16.785
E_LUMO (eV): -9.9
Maximum force (eV/Å): 0.54

***

Below is a structure of composition C9H14Cl14F18NO8P3S2V2, with properties calculated with the ωB97M-V functional and the def2-TZVPD basis.

Each line ends with the Mulliken spin population.
Geometry (Å):
V: 25.438 -14.063 -7.172  3.0984
V: 27.700 -16.224 -5.416  3.0704
P: 25.511 -15.137 -4.909  0.3574
O: 25.816 -15.880 -6.197  -0.4312
O: 26.745 -14.429 -5.461  0.0844
O: 25.842 -16.566 -4.455  -0.1621
O: 24.284 -14.955 -5.709  -0.0601
P: 27.496 -19.178 -6.369  -0.0033
F: 27.914 -18.472 -5.005  0.0086
F: 26.014 -18.610 -6.062  -0.0005
F: 27.829 -17.860 -7.240  0.0033
F: 26.850 -19.952 -7.638  -0.0007
F: 28.971 -19.744 -6.716  -0.0020
F: 27.093 -20.584 -5.655  -0.0004
P: 23.372 -16.753 -8.647  -0.0085
F: 22.768 -18.240 -8.699  0.0002
F: 22.780 -16.694 -7.139  0.0007
F: 24.615 -17.440 -7.969  0.0023
F: 24.136 -15.292 -8.422  0.0138
F: 24.116 -16.901 -10.125  -0.0003
F: 22.016 -16.045 -9.277  -0.0001
C: 29.268 -12.520 -7.480  0.0113
F: 28.636 -11.571 -8.198  0.0047
F: 30.559 -12.450 -7.650  -0.0010
F: 28.899 -12.336 -6.164  0.0056
S: 28.757 -14.297 -8.163  -0.0139
O: 29.656 -14.710 -9.230  0.0017
O: 28.835 -15.206 -7.011  0.0126
N: 27.020 -14.113 -8.538  -0.0155
S: 27.014 -14.000 -10.101  0.0067
O: 25.659 -13.655 -10.566  0.0047
O: 28.038 -13.151 -10.644  -0.0033
C: 27.327 -15.808 -10.714  -0.0002
F: 26.340 -16.228 -11.466  0.0013
F: 28.422 -15.971 -11.450  0.0001
F: 27.410 -16.667 -9.683  0.0148
C: 30.298 -14.590 -13.440  0.0000
Cl: 31.246 -13.450 -14.431  0.0000
Cl: 29.071 -15.455 -14.412  0.0000
H: 31.004 -15.288 -12.989  0.0000
H: 29.869 -14.086 -12.573  0.0002
C: 25.677 -19.500 -11.345  0.0000
Cl: 25.249 -20.836 -12.269  0.0000
Cl: 27.389 -19.484 -11.067  0.0000
H: 25.381 -18.597 -11.880  -0.0001
H: 25.212 -19.481 -10.359  -0.0001
C: 25.887 -11.677 -13.721  -0.0001
Cl: 24.407 -12.540 -14.420  0.0000
Cl: 27.368 -12.149 -14.626  0.0000
H: 25.721 -10.605 -13.826  0.0000
H: 26.029 -12.039 -12.703  0.0000
C: 32.437 -12.294 -5.052  0.0002
Cl: 31.765 -13.733 -4.289  0.0013
Cl: 33.463 -11.485 -3.858  0.0000
H: 33.087 -12.549 -5.889  0.0000
H: 31.636 -11.605 -5.321  0.0000
C: 33.164 -14.577 -8.935  -0.0003
Cl: 34.294 -13.184 -8.885  0.0000
Cl: 32.539 -15.000 -7.388  -0.0006
H: 32.304 -14.243 -9.515  0.0002
H: 33.684 -15.409 -9.409  0.0000
C: 30.490 -18.461 -9.999  0.0000
Cl: 31.175 -18.568 -8.404  -0.0001
Cl: 31.485 -17.362 -10.985  0.0000
H: 30.491 -19.464 -10.427  0.0000
H: 29.474 -18.088 -9.869  -0.0005
C: 28.751 -9.807 -12.244  -0.0001
Cl: 27.491 -8.831 -13.068  0.0000
Cl: 29.200 -9.251 -10.643  0.0000
H: 28.371 -10.803 -12.013  0.0001
H: 29.603 -9.825 -12.924  0.0000

Energy (eV): -352579.8257
Energy relative to the best compared isomer or geometry (same formula, charge and spin) (kcal/mol): 156.1
Total charge: -2
HOMO (alpha / beta) (eV): -2.177 / -2.798
E_LUMO (alpha / beta) (eV): 3.1 / 3.1
Multiplicity: 7
Maximum force (eV/Å): 15.71

***

Below is a structure of composition C9H14ClI2NOPRu, with properties calculated with the ωB97M-V functional and the def2-TZVPD basis.

Each line ends with the Mulliken spin population.
Geometry (Å):
I: 1.838 -3.380 -1.404  0.8371
I: -0.767 -3.294 -0.447  0.1609
Ru: -0.017 -0.090 -0.074  2.4461
P: 0.017 0.687 -2.079  -0.0165
C: -1.561 0.955 -2.951  0.0147
C: 0.848 2.282 -2.387  0.0170
H: 1.881 -0.684 -2.599  -0.0029
H: 0.876 -0.189 -4.077  0.0155
H: 0.336 -1.532 -2.920  -0.0062
C: 0.877 -0.577 -3.044  0.0835
H: 1.842 2.253 -1.909  -0.0012
H: 0.907 2.420 -3.485  -0.0008
H: -1.354 1.226 -4.003  0.0026
H: -2.098 1.764 -2.426  0.0021
H: 0.233 3.066 -1.909  0.0032
H: -2.140 0.020 -2.876  -0.0016
C: -1.856 0.035 -0.067  -0.0730
O: -2.996 0.214 0.183  0.0304
Cl: 2.401 0.158 -0.120  0.3305
C: 0.087 -0.688 4.692  0.0304
C: 0.155 0.635 4.212  0.0082
C: 0.129 0.825 2.821  -0.0200
N: -0.037 -0.226 1.993  0.1110
C: -0.034 -1.480 2.436  0.0323
C: -0.004 -1.766 3.797  0.0044
H: 0.098 -0.885 5.773  0.0012
H: 0.225 1.533 4.837  0.0006
H: 0.240 1.798 2.326  0.0084
H: -0.060 -2.256 1.650  -0.0186
H: -0.065 -2.826 4.056  0.0006

Energy (eV): -53659.2462
Total charge: +3
HOMO (alpha / beta) (eV): -19.826 / -19.812
E_LUMO (alpha / beta) (eV): -14.1 / -15.4
Multiplicity: 5
Maximum force (eV/Å): 9.16